104
Properties=species:S:1:pos:R:3 method="wB97M-V/def2-TZVPD" largest_force_ev_per_a=1.337 gap_ev="7.33 / 8.09" e_above_lowest_kcal_mol=0.0 charge=+2 lumo_energy_ev="-6.3748 / -5.6166" e_homo_ha="-0.5035 / -0.5038" e_tot_ha=-7902.49460 multiplicity=4
Cr 0.75 -0.67 0.18
N 3.80 -1.45 0.25
P 3.08 -0.12 1.05
C 3.67 -0.26 2.74
C 5.03 -0.12 3.06
C 5.45 -0.36 4.35
C 4.54 -0.74 5.33
C 3.19 -0.88 5.02
C 2.76 -0.64 3.72
C 3.98 1.27 0.30
C 4.26 1.25 -1.07
C 4.93 2.31 -1.67
C 5.31 3.40 -0.90
C 5.03 3.44 0.46
C 4.36 2.38 1.06
C 3.10 -2.46 -0.36
C 3.78 -3.61 -0.80
C 3.07 -4.64 -1.34
C 1.68 -4.53 -1.46
C 1.08 -3.38 -1.05
N 1.76 -2.32 -0.51
H 4.79 -1.60 0.37
H 5.75 0.19 2.30
H 6.50 -0.25 4.60
H 4.88 -0.93 6.34
H 2.48 -1.18 5.78
H 1.71 -0.75 3.48
H 3.96 0.40 -1.67
H 5.15 2.28 -2.73
H 5.85 4.23 -1.36
H 5.34 4.29 1.06
H 4.16 2.41 2.12
H 4.85 -3.66 -0.67
H 3.58 -5.54 -1.68
H 1.07 -5.33 -1.88
H 0.02 -3.25 -1.16
F -3.27 -2.59 -3.16
C -3.00 -3.78 -2.62
C -2.73 -3.88 -1.26
C -2.47 -5.15 -0.76
F -2.18 -5.35 0.54
C -2.49 -6.27 -1.57
F -2.23 -7.47 -1.07
C -2.77 -6.13 -2.91
F -2.78 -7.19 -3.69
C -3.03 -4.88 -3.45
F -3.29 -4.76 -4.74
Ge -2.66 -2.21 -0.26
S -1.09 -0.97 -1.19
C -4.28 -1.16 -0.36
C -4.27 0.14 0.13
F -3.19 0.63 0.80
C -5.35 0.99 0.02
F -5.30 2.23 0.50
C -6.49 0.53 -0.61
F -7.53 1.33 -0.73
C -6.55 -0.76 -1.10
F -7.66 -1.19 -1.68
C -5.45 -1.58 -0.96
F -5.57 -2.83 -1.44
C -2.30 -2.61 1.62
C -1.09 -2.55 2.26
F 0.04 -2.06 1.61
C -0.86 -2.95 3.55
F 0.34 -2.84 4.10
C -1.92 -3.46 4.27
F -1.74 -3.85 5.52
C -3.17 -3.56 3.68
F -4.18 -4.05 4.37
C -3.34 -3.13 2.38
F -4.54 -3.29 1.83
O 1.22 0.90 -0.88
S 0.99 2.04 -1.91
C 1.38 3.55 -0.98
C 0.58 3.81 0.26
C -0.42 4.78 0.26
C -1.16 5.04 1.41
C -0.89 4.35 2.59
C 0.13 3.40 2.61
C 0.86 3.14 1.45
C -0.78 2.22 -2.17
C -1.05 3.33 -3.17
C -0.32 3.44 -4.35
C -0.62 4.44 -5.27
C -1.67 5.31 -5.02
C -2.41 5.19 -3.86
C -2.10 4.20 -2.93
H 1.25 4.34 -1.73
H 2.45 3.44 -0.78
H -0.62 5.34 -0.64
H -1.93 5.80 1.40
H -1.45 4.57 3.49
H 0.38 2.89 3.53
H 1.67 2.42 1.48
H -1.24 2.39 -1.20
H -1.09 1.25 -2.55
H 0.49 2.74 -4.56
H -0.04 4.52 -6.18
H -1.91 6.08 -5.75
H -3.24 5.86 -3.68
H -2.70 4.11 -2.03
O -0.46 0.56 1.39
H -0.17 1.42 1.73
H -1.40 0.62 1.16



100
Properties=species:S:1:pos:R:3 method="wB97M-V/def2-TZVPD" largest_force_ev_per_a=0.970 gap_ev="8.26 / 7.97" e_above_lowest_kcal_mol=0.0 charge=0 lumo_energy_ev="-0.0304 / -0.4685" e_homo_ha="-0.3048 / -0.3102" e_tot_ha=-8100.64719 multiplicity=3
Ni -0.40 -0.05 -0.43
F -8.04 1.40 -0.66
C -6.71 1.39 -0.80
C -6.06 2.48 -1.33
F -6.76 3.55 -1.72
C -4.69 2.45 -1.47
F -4.13 3.53 -2.02
C -3.92 1.36 -1.06
P -2.09 1.51 -1.14
C -1.83 3.07 -0.24
C -1.71 4.32 -0.84
C -1.52 5.45 -0.06
C -1.45 5.33 1.33
C -1.57 4.09 1.93
C -1.76 2.96 1.14
C -1.75 1.80 -2.91
C -0.64 2.53 -3.30
C -0.33 2.65 -4.65
C -1.13 2.03 -5.61
C -2.23 1.27 -5.21
C -2.54 1.16 -3.86
C -4.60 0.25 -0.55
Br -3.71 -1.33 -0.09
C -5.98 0.28 -0.42
F -6.65 -0.77 0.08
H -1.77 4.42 -1.91
H -1.41 6.41 -0.53
H -1.29 6.22 1.93
H -1.52 3.99 3.00
H -1.84 1.99 1.62
H 0.00 3.01 -2.57
H 0.53 3.22 -4.95
H -0.89 2.12 -6.66
H -2.84 0.78 -5.95
H -3.39 0.56 -3.56
O -1.99 -3.50 0.06
C -0.93 -3.01 -0.29
O -0.78 -1.96 -1.03
C 0.38 -3.64 0.15
C 0.33 -4.87 0.78
C 1.48 -5.49 1.23
C 2.70 -4.86 1.07
C 2.77 -3.61 0.45
C 1.61 -2.99 -0.02
P 1.69 -1.34 -0.81
C 1.72 -1.68 -2.60
C 2.12 -2.92 -3.10
C 2.13 -3.15 -4.47
C 1.75 -2.14 -5.35
C 1.35 -0.91 -4.85
C 1.34 -0.68 -3.49
C 3.39 -0.78 -0.45
C 3.70 -0.39 0.85
C 4.96 0.06 1.19
C 5.95 0.16 0.21
C 5.65 -0.21 -1.10
C 4.38 -0.67 -1.42
H -0.65 -5.33 0.91
H 1.43 -6.46 1.71
H 3.61 -5.33 1.41
H 3.73 -3.13 0.34
H 2.41 -3.71 -2.43
H 2.44 -4.11 -4.85
H 1.76 -2.32 -6.42
H 1.05 -0.12 -5.53
H 1.06 0.30 -3.12
H 2.94 -0.45 1.63
H 5.18 0.36 2.20
H 6.93 0.52 0.46
H 6.40 -0.13 -1.87
H 4.17 -0.93 -2.45
F 2.75 2.63 0.51
B 1.83 2.50 -0.51
F 0.81 1.54 0.03
F 1.18 3.67 -0.80
F 2.34 1.90 -1.65
O -1.04 -0.20 1.50
S 0.24 -0.47 2.32
C 0.26 0.69 3.63
C 1.13 1.76 3.44
C 1.16 2.77 4.39
C 0.32 2.71 5.49
C -0.56 1.64 5.66
C -0.59 0.62 4.73
C -0.05 -2.02 3.13
C -1.30 -2.62 3.02
C -1.47 -3.87 3.60
C -0.42 -4.50 4.25
C 0.83 -3.88 4.32
C 1.02 -2.64 3.75
H 1.75 1.81 2.55
H 1.83 3.61 4.26
H 0.34 3.50 6.23
H -1.21 1.60 6.52
H -1.26 -0.23 4.85
H -2.09 -2.13 2.47
H -2.43 -4.36 3.51
H -0.56 -5.48 4.68
H 1.65 -4.39 4.81
H 2.00 -2.16 3.78